ORCA calculation (wB97M-V/def2-TZVPD) on a structure of composition C2HMgNaO2 at a distorted geometry.

Its charge is +1. Its spin multiplicity is 2. The total energy comes out at -589.42482 Eh. The value obtained for the HOMO energy (alpha / beta) is -11.0 / -12.1 eV. The frontier orbital gap (alpha / beta) is 6.53 / 7.07 eV. Its expectation value of S² is 0.751.

XYZ file:
```
7
Properties=species:S:1:pos:R:3:lowdin_charge:R:1
O -2.385 0.165 -0.904 0.20
C -1.423 0.235 -0.244 -0.16
C -0.275 0.260 0.420 -0.29
H -0.351 0.554 1.472 0.12
Mg 2.107 1.263 -0.701 0.93
Na 1.419 -2.291 0.224 0.79
O 0.909 -0.187 -0.267 -0.59
```

***

ORCA calculation (wB97M-V/def2-TZVPD) on a structure of composition C2HMnO4 at a distorted geometry.

Its spin multiplicity is 7. The total energy comes out at -1528.36093 Eh. The value obtained for the HOMO energy (alpha / beta) is -8.1 / -9.1 eV. The frontier orbital gap (alpha / beta) is 7.47 / 8.23 eV. The value obtained for the energy relative to the best compared isomer or geometry (same formula, charge and spin) is 1008.1 kJ/mol. Its expectation value of S² is 12.002.

XYZ file:
```
8
Properties=species:S:1:pos:R:3:lowdin_charge:R:1
O 2.113 -0.590 0.104 -0.47
O -2.467 -0.129 0.273 -0.04
O 0.882 -0.136 0.676 -0.17
O -2.549 1.257 -0.024 -0.18
C -1.351 -0.607 0.162 -0.01
C -0.099 -0.275 -0.196 -0.10
H 0.160 -0.375 -1.258 0.15
Mn 3.310 0.855 0.261 0.82
```

***

ORCA calculation (wB97M-V/def2-TZVPD) on a cluster of 2 separate species, C2HN2O2 in total at a distorted geometry.

Its charge is -1. Its spin multiplicity is 1. The total energy comes out at -336.72906 Eh. The value obtained for the HOMO energy (alpha / beta) is -2.8 / -2.8 eV. The frontier orbital gap (alpha / beta) is 7.20 / 7.20 eV. The value obtained for the energy relative to the best compared isomer or geometry (same formula, charge and spin) is 325.7 kJ/mol.

XYZ file:
```
7
Properties=species:S:1:pos:R:3:lowdin_charge:R:1
C 1.219 0.829 -0.316 -0.58
C -0.585 -0.275 0.354 -0.37
N -1.459 -0.984 -0.599 -0.01
N -0.818 -1.598 0.310 -0.06
O 0.629 1.686 -0.940 -0.02
O 2.224 0.238 -0.029 0.01
H -1.210 0.103 1.220 0.03
```

***

ORCA calculation (wB97M-V/def2-TZVPD) on a structure of composition C2HN2O3S2 at a distorted geometry.

Its charge is -1. Its spin multiplicity is 1. The total energy comes out at -1208.43638 Eh. The value obtained for the HOMO energy is -4.9 eV. The frontier orbital gap is 7.98 eV. The value obtained for the energy relative to the best compared isomer or geometry (same formula, charge and spin) is 0.0 kJ/mol.

XYZ file:
```
10
Properties=species:S:1:pos:R:3:lowdin_charge:R:1
C 0.659 0.693 -0.044 -0.34
C 0.358 -0.622 -0.045 -0.42
N 1.408 -1.465 -0.015 -0.06
N 2.546 -0.899 0.028 -0.39
O -1.959 0.552 1.272 -0.54
O -2.172 0.782 -1.112 -0.51
O -1.022 -1.292 -0.188 -0.36
S 2.385 0.728 -0.046 0.91
S -2.404 -0.089 0.000 0.67
H 0.199 1.611 0.149 0.04
```

***

ORCA calculation (wB97M-V/def2-TZVPD) on a cluster of 2 separate species, C2HN2P in total at a distorted geometry.

Its spin multiplicity is 1. The total energy comes out at -527.50831 Eh. The value obtained for the HOMO energy (alpha / beta) is -11.1 / -11.2 eV. The frontier orbital gap (alpha / beta) is 7.23 / 7.28 eV. The value obtained for the energy relative to the best compared isomer or geometry (same formula, charge and spin) is 251.5 kJ/mol.

XYZ file:
```
6
Properties=species:S:1:pos:R:3:lowdin_charge:R:1
C -1.319 0.744 -0.008 -0.65
C 1.745 -0.235 -0.063 -0.28
N -1.614 1.716 -0.562 0.13
N 2.893 -0.103 -0.144 -0.07
P -0.902 -0.611 0.948 0.97
H -0.802 -1.509 -0.171 -0.10
```

***

ORCA calculation (wB97M-V/def2-TZVPD) on the molecule C2HN2PS2 at a distorted geometry.

Its spin multiplicity is 1. The total energy comes out at -1323.99975 Eh. The value obtained for the HOMO energy is -10.4 eV. The frontier orbital gap is 9.47 eV. The value obtained for the energy relative to the best compared isomer or geometry (same formula, charge and spin) is 61.2 kJ/mol. The SMILES is N#CP(=S)(S)C#N.

XYZ file:
```
8
Properties=species:S:1:pos:R:3:lowdin_charge:R:1
N 2.392 1.897 -1.299 0.13
C 1.377 1.444 -1.188 -0.46
P -0.279 0.908 -1.568 -0.12
S -0.936 2.295 -2.657 0.31
S -1.448 0.447 0.099 0.42
C 0.231 -0.913 -2.324 -0.32
N 0.407 -1.966 -2.744 0.07
H -0.923 -0.942 0.401 -0.04
```

***

ORCA calculation (wB97M-V/def2-TZVPD) on a structure of composition C2HN2S3 at a distorted geometry.

Its charge is -1. Its spin multiplicity is 3. The total energy comes out at -1380.79846 Eh. The value obtained for the HOMO energy (alpha / beta) is -3.4 / -3.4 eV. The frontier orbital gap (alpha / beta) is 6.64 / 4.74 eV. The value obtained for the energy relative to the best compared isomer or geometry (same formula, charge and spin) is 34.1 kJ/mol. Its expectation value of S² is 2.045.

XYZ file:
```
8
Properties=species:S:1:pos:R:3:lowdin_charge:R:1
C 0.131 0.720 0.356 -0.26
C 1.275 0.033 -0.243 -1.39
N -1.074 0.228 0.357 -0.09
N -1.900 -0.416 -0.329 -0.56
S -2.831 -1.686 -0.094 0.47
S 1.575 -0.500 -1.817 0.37
S 2.651 0.085 0.739 0.39
H 0.174 1.536 1.032 0.08
```

***

ORCA calculation (wB97M-V/def2-TZVPD) on a cluster of 3 separate species, C2HN3O2S in total at a distorted geometry.

Its spin multiplicity is 1. The total energy comes out at -789.72065 Eh. The value obtained for the HOMO energy is -9.7 eV. The frontier orbital gap is 10.41 eV. The value obtained for the energy relative to the best compared isomer or geometry (same formula, charge and spin) is 29.7 kJ/mol. The SMILES is N#[N+][S-].O=C=O.C#N.

XYZ file:
```
9
Properties=species:S:1:pos:R:3:lowdin_charge:R:1
N -0.962 0.681 0.489 0.19
N -1.460 -0.108 -0.076 -0.78
S -2.285 -1.084 -0.904 0.63
O -0.663 3.078 -1.342 0.19
C -0.129 3.475 -0.404 -0.47
O 0.464 3.903 0.470 0.22
C 1.702 -3.223 0.743 -0.09
N 1.026 -2.603 0.070 0.05
H 2.308 -4.120 0.954 0.07
```

***

ORCA calculation (wB97M-V/def2-TZVPD) on the molecule C2HN3O3 at a distorted geometry.

Its spin multiplicity is 1. The total energy comes out at -466.50274 Eh. The value obtained for the HOMO energy (alpha / beta) is -9.6 / -9.6 eV. The frontier orbital gap (alpha / beta) is 7.48 / 7.48 eV. The value obtained for the energy relative to the best compared isomer or geometry (same formula, charge and spin) is 958.6 kJ/mol.

XYZ file:
```
9
Properties=species:S:1:pos:R:3:lowdin_charge:R:1
C 0.437 -0.193 -0.753 -0.15
C -1.720 -0.187 -1.269 -0.03
N 0.195 -1.458 -0.421 -0.06
N -0.889 -1.948 -0.551 0.20
N -2.908 0.479 -1.610 -0.35
O -2.795 1.567 -2.133 0.10
O -4.029 -0.024 -1.293 0.07
O -0.649 0.487 -1.183 0.09
H 1.173 0.558 -0.676 0.12
```

***

ORCA calculation (wB97M-V/def2-TZVPD) on a structure of composition C2HN3O4 at a distorted geometry.

Its spin multiplicity is 1. The total energy comes out at -541.64716 Eh. The value obtained for the HOMO energy (alpha / beta) is -9.0 / -9.0 eV. The frontier orbital gap (alpha / beta) is 7.34 / 7.33 eV. The value obtained for the energy relative to the best compared isomer or geometry (same formula, charge and spin) is 814.2 kJ/mol.

XYZ file:
```
10
Properties=species:S:1:pos:R:3:lowdin_charge:R:1
C -3.214 -0.384 0.296 0.12
C -2.156 -0.089 -0.223 -0.24
N -1.047 0.428 -0.698 0.10
N 2.852 0.364 -0.187 -0.27
N -0.010 0.029 -0.019 -0.35
O 2.918 0.734 0.897 0.25
O 0.016 -0.255 1.130 0.10
O 3.458 0.021 -1.071 0.28
O 1.182 0.171 -0.724 -0.01
H -4.000 -1.019 0.600 0.01
```

***

ORCA calculation (wB97M-V/def2-TZVPD) on a cluster of 2 separate species, C2HN4 in total at a distorted geometry.

Its charge is +1. Its spin multiplicity is 1. The total energy comes out at -295.49112 Eh. The value obtained for the HOMO energy is -18.6 eV. The frontier orbital gap is 11.45 eV. The value obtained for the energy relative to the best compared isomer or geometry (same formula, charge and spin) is 4.3 kJ/mol.

XYZ file:
```
7
Properties=species:S:1:pos:R:3:lowdin_charge:R:1
C 0.349 -1.532 -0.011 -0.10
C -0.755 -0.735 -0.013 0.04
N 1.287 -2.194 0.029 0.35
N -1.680 -0.055 0.012 0.44
N 1.870 2.488 0.070 0.07
N 1.428 1.498 -0.091 0.01
H -2.500 0.530 0.004 0.18
```

***

ORCA calculation (wB97M-V/def2-TZVPD) on the ion C2HN4OS with charge -1 at a distorted geometry.

Its charge is -1. Its spin multiplicity is 3. The total energy comes out at -769.10877 Eh. The value obtained for the HOMO energy (alpha / beta) is -1.8 / -4.8 eV. The frontier orbital gap (alpha / beta) is 5.11 / 6.53 eV. Its expectation value of S² is 2.031.

XYZ file:
```
9
Properties=species:S:1:pos:R:3:lowdin_charge:R:1
C 2.793 -0.458 -0.096 -0.81
C -0.766 -0.010 -0.860 -0.48
N 1.773 -0.936 0.253 -0.03
N 1.038 -2.052 0.196 -0.08
N -0.084 -2.200 -0.428 -0.14
N -0.743 -1.332 -1.096 -0.01
O -1.260 0.851 -1.586 -0.06
S 4.100 0.434 -0.303 0.50
H -0.618 0.381 0.274 0.13
```

***

ORCA calculation (wB97M-V/def2-TZVPD) on a structure of composition C2HN6O6 at a distorted geometry.

Its charge is -1. Its spin multiplicity is 1. The total energy comes out at -856.40615 Eh. The value obtained for the HOMO energy (alpha / beta) is -4.0 / -4.0 eV. The frontier orbital gap (alpha / beta) is 6.93 / 6.94 eV. The value obtained for the energy relative to the best compared isomer or geometry (same formula, charge and spin) is 269.6 kJ/mol.

XYZ file:
```
15
Properties=species:S:1:pos:R:3:lowdin_charge:R:1
C 0.697 0.283 0.484 -0.37
C -0.738 -0.160 0.191 -0.35
N 0.131 0.261 1.901 0.16
N -1.069 -0.151 1.517 0.17
N 1.575 -0.824 0.399 -0.01
N -0.585 -1.807 -0.394 -0.11
N 1.120 1.527 -0.123 -0.33
N -1.550 0.479 -0.838 -0.32
O -1.494 -2.447 -0.048 -0.04
O 0.496 2.541 0.122 0.09
O 2.058 1.480 -0.887 0.08
O -0.915 1.165 -1.667 0.04
O -2.738 0.271 -0.736 0.08
O 0.826 -1.978 0.446 -0.17
H 2.185 -0.641 -0.366 0.10
```

***

ORCA calculation (wB97M-V/def2-TZVPD) on a cluster of 2 separate species, C2HNO in total at a distorted geometry.

Its spin multiplicity is 3. The total energy comes out at -206.52107 Eh. The value obtained for the HOMO energy (alpha / beta) is -8.9 / -11.0 eV. The frontier orbital gap (alpha / beta) is 8.86 / 8.01 eV. The value obtained for the energy relative to the best compared isomer or geometry (same formula, charge and spin) is 246.7 kJ/mol. Its expectation value of S² is 2.023.

XYZ file:
```
5
Properties=species:S:1:pos:R:3:lowdin_charge:R:1
C 0.303 -0.133 -0.186 -0.02
C 1.385 -0.389 -0.624 0.00
N 3.135 -1.416 -1.120 0.01
O 3.891 -0.742 -1.658 0.01
H -0.593 0.210 0.243 0.01
```

***

ORCA calculation (wB97M-V/def2-TZVPD) on the molecule C2HNO2S at a distorted geometry.

Its spin multiplicity is 1. The total energy comes out at -680.16966 Eh. The value obtained for the HOMO energy is -9.5 eV. The frontier orbital gap is 9.94 eV. The value obtained for the energy relative to the best compared isomer or geometry (same formula, charge and spin) is 237.3 kJ/mol. The SMILES is S=c1ocno1.

XYZ file:
```
7
Properties=species:S:1:pos:R:3:lowdin_charge:R:1
S 1.009 -2.062 1.364 0.73
C 0.498 -0.722 0.563 -0.85
O -0.766 -0.549 0.033 0.05
C -0.722 0.619 -0.606 -0.17
N 0.392 1.222 -0.529 0.11
O 1.162 0.423 0.275 -0.02
H -1.573 1.068 -1.100 0.15
```

***

ORCA calculation (wB97M-V/def2-TZVPD) on a cluster of 2 separate species, C2HNO3 in total.

Its spin multiplicity is 1. The total energy comes out at -357.22021 Eh. The value obtained for the HOMO energy is -10.3 eV. The frontier orbital gap is 11.01 eV. The value obtained for the energy relative to the best compared isomer or geometry (same formula, charge and spin) is 190.2 kJ/mol. The SMILES is C#[N+][O-].O=C=O.

XYZ file:
```
7
Properties=species:S:1:pos:R:3:lowdin_charge:R:1
C -1.801 0.385 0.001 0.16
N -0.808 0.969 0.085 -0.22
O 0.237 1.567 0.171 0.02
H -2.662 -0.235 -0.080 0.08
O 2.709 -0.366 0.054 0.20
C 1.673 -0.883 -0.058 -0.41
O 0.651 -1.437 -0.174 0.17
```

***

ORCA calculation (wB97M-V/def2-TZVPD) on the molecule C2HNO4 at a distorted geometry.

Its spin multiplicity is 1. The total energy comes out at -432.36858 Eh. The value obtained for the HOMO energy is -10.7 eV. The frontier orbital gap is 8.72 eV. The value obtained for the energy relative to the best compared isomer or geometry (same formula, charge and spin) is 379.2 kJ/mol. The SMILES is O=CC(=O)[N+](=O)[O-].

XYZ file:
```
8
Properties=species:S:1:pos:R:3:lowdin_charge:R:1
O 1.841 -0.274 0.338 0.12
C 0.793 0.297 0.289 -0.09
C 0.458 1.462 -0.938 -0.19
O 1.310 2.098 -1.505 0.19
N -1.003 1.690 -1.020 -0.36
O -1.425 1.903 -2.116 0.14
O -1.737 1.617 -0.038 0.08
H -0.150 0.134 0.826 0.11
```

***

ORCA calculation (wB97M-V/def2-TZVPD) on the molecule C2HNO4 at a distorted geometry.

Its spin multiplicity is 1. The total energy comes out at -432.33919 Eh. The value obtained for the HOMO energy (alpha / beta) is -10.5 / -10.5 eV. The frontier orbital gap (alpha / beta) is 7.46 / 7.46 eV. The value obtained for the energy relative to the best compared isomer or geometry (same formula, charge and spin) is 456.4 kJ/mol. The SMILES is O=COC(=O)N=O.

XYZ file:
```
8
Properties=species:S:1:pos:R:3:lowdin_charge:R:1
O 0.609 -1.877 0.343 0.09
C 0.213 -0.774 0.145 -0.37
O -1.147 -0.599 0.109 -0.06
C -2.550 0.474 0.106 -0.30
O -2.333 1.608 0.290 0.23
N -3.466 -0.424 0.245 0.09
O -4.223 -1.020 -0.454 0.19
H 0.833 0.112 -0.007 0.14
```

***

ORCA calculation (wB97M-V/def2-TZVPD) on a cluster of 2 separate species, C2HNOS in total at a distorted geometry.

Its spin multiplicity is 1. The total energy comes out at -604.83151 Eh. The value obtained for the HOMO energy (alpha / beta) is -8.5 / -9.3 eV. The frontier orbital gap (alpha / beta) is 5.67 / 6.96 eV. The value obtained for the energy relative to the best compared isomer or geometry (same formula, charge and spin) is 408.1 kJ/mol.

XYZ file:
```
6
Properties=species:S:1:pos:R:3:lowdin_charge:R:1
C 1.459 0.552 -0.028 -0.65
C -1.221 -0.585 0.074 -0.38
N 2.565 0.181 -0.023 0.10
O 0.434 1.105 0.185 -0.02
S -2.501 0.228 0.018 0.92
H -0.736 -1.481 -0.226 0.03
```

***

ORCA calculation (wB97M-V/def2-TZVPD) on the molecule C2HNS at a distorted geometry.

Its spin multiplicity is 1. The total energy comes out at -529.61123 Eh. The value obtained for the HOMO energy is -9.8 eV. The frontier orbital gap is 8.00 eV. The value obtained for the energy relative to the best compared isomer or geometry (same formula, charge and spin) is 234.4 kJ/mol. The SMILES is N#CC=S.

XYZ file:
```
5
Properties=species:S:1:pos:R:3:lowdin_charge:R:1
N -1.970 -0.465 -0.461 0.11
C -0.611 -0.611 -0.370 -0.18
C 0.604 0.128 0.110 -0.78
S 0.492 1.191 1.254 0.78
H 1.486 -0.242 -0.533 0.08
```